Entry 1:
Molecular formula: C4H9NO
Method: DFT, wB97M-V/def2-TZVPD

Values from the calculation:
ΔE to the lowest compared entry with this formula, charge and spin, kcal per mole: 158.1
LUMO energy (spin up / spin down), eV: 0.17 / 0.17
Strongest force on any atom, eV/A: 0.527
Frontier orbital gap (spin up / spin down), eV: 7.72 / 7.72
Molar mass, g mol⁻¹: 87.1

Geometry (Å):
C1 1.45581 1.52159 -0.08982
C2 0.06378 -0.72091 0.30476
C3 0.61421 -1.32122 -0.78576
O1 0.37737 0.84052 0.58213
H1 0.11416 -1.19805 1.27544
H2 1.30138 2.58514 0.08347
H3 2.40320 1.21058 0.34699
H4 1.45848 1.30717 -1.15916
H5 0.60928 -0.86053 -1.76446
H6 0.91268 -2.35777 -0.72132
C4 -1.68185 -0.27843 0.03569
N1 -2.63146 -0.61266 0.83371
H7 -2.31875 -0.57500 1.80870
H8 -1.89725 -0.34225 -1.04130
H9 -0.78103 0.80180 0.29094

=====

Entry 2:
Molecular formula: CH5BaO2
Method: DFT, wB97M-V/def2-TZVPD

Values from the calculation:
ΔE to the lowest compared entry with this formula, charge and spin, kcal per mole: 22.7
LUMO energy (spin up / spin down), eV: -0.18 / -0.17
Strongest force on any atom, eV/A: 4.196
Frontier orbital gap (spin up / spin down), eV: 4.81 / 8.97
Spin multiplicity: 2
Molar mass, g mol⁻¹: 186.4

Geometry (Å):
O1 -0.48405 0.91411 -0.03960
Ba1 -0.89005 3.27133 0.52134
H1 1.08010 0.57638 -0.71549
C1 -0.78889 -0.63923 0.26310
H2 -0.41072 -0.86137 1.27771
H3 -1.88574 -0.73145 0.16897
H4 -0.51892 -1.54209 -0.31269
O2 1.70088 -0.34018 -0.96270
H5 2.19738 -0.64747 -0.20064

=====

Entry 3:
Molecular formula: C23H35Br2N4O5S2ScSi
Method: DFT, wB97M-V/def2-TZVPD

Values from the calculation:
ΔE to the lowest compared entry with this formula, charge and spin, kcal per mole: 0.0
LUMO energy, eV: -0.45
Strongest force on any atom, eV/A: 0.516
Frontier orbital gap, eV: 7.66
Molar mass, g mol⁻¹: 744.5

Geometry (Å):
Sc1 1.09344 -0.81015 0.74551
Br1 -2.03017 0.60901 4.49798
C1 -0.15414 0.76794 4.45434
C2 0.51931 1.15205 5.63524
C3 1.87934 1.24357 5.66854
Br2 2.73883 1.73662 7.27740
C4 2.64353 0.96771 4.50370
C5 4.05346 1.03749 4.40838
C6 4.67742 0.74005 3.23171
C7 3.90223 0.35865 2.11758
N1 2.59199 0.30438 2.16816
C8 1.95827 0.61152 3.33445
C9 0.52903 0.46765 3.30011
O1 -0.02135 0.06568 2.18986
H1 -0.06022 1.36431 6.52197
H2 4.62764 1.32520 5.27892
H3 5.75258 0.78183 3.13852
H4 4.35577 0.08028 1.17331
C10 0.54706 2.74079 0.46842
C11 0.49345 2.05609 -0.88291
C12 -0.53100 2.73006 -1.78176
C13 1.85687 2.00262 -1.54716
O2 0.07252 0.66932 -0.62217
Si1 -0.80545 -0.39480 -1.60010
S1 -0.60612 -2.16999 -0.55500
O3 -2.32249 0.14729 -1.83043
C14 -3.49091 0.15381 -0.98413
C15 -4.39618 1.23014 -1.56223
C16 -3.09842 0.49278 0.44898
C17 -4.15677 -1.21080 -1.06655
O4 -0.03498 -0.31369 -3.03112
C18 -0.37768 -0.86229 -4.32034
C19 -1.10699 -2.18642 -4.15645
C20 -1.24780 0.15683 -5.03879
C21 0.94719 -1.06293 -5.03893
H5 0.79615 3.79370 0.32988
H6 1.31338 2.30291 1.11064
H7 -0.41201 2.66108 0.97931
H8 -0.21318 3.75798 -1.96554
H9 -1.51335 2.75315 -1.31371
H10 -0.61544 2.22727 -2.74224
H11 2.24126 3.01689 -1.67612
H12 1.79754 1.51666 -2.51833
H13 2.57101 1.44524 -0.93716
H14 -3.89984 2.19973 -1.53514
H15 -5.32311 1.30268 -0.99310
H16 -4.64384 0.99925 -2.59787
H17 -2.61189 1.46688 0.49709
H18 -2.41130 -0.24509 0.86256
H19 -3.98540 0.52732 1.08305
H20 -4.42902 -1.43599 -2.09777
H21 -5.06608 -1.22217 -0.46311
H22 -3.49106 -1.99160 -0.70283
H23 -2.05640 -2.05348 -3.63667
H24 -0.49878 -2.89287 -3.59566
H25 -1.32559 -2.61548 -5.13547
H26 -2.15964 0.35290 -4.47546
H27 -1.52208 -0.20977 -6.02924
H28 -0.70534 1.09501 -5.15967
H29 1.57826 -1.76030 -4.48984
H30 1.47488 -0.11303 -5.12101
H31 0.78480 -1.45515 -6.04320
S2 4.64765 -2.68905 -1.80077
C22 3.54739 -1.79600 -1.03486
N2 2.75949 -1.11985 -0.47407
N3 1.11326 -3.84249 3.85860
C23 0.59486 -3.06249 2.88376
N4 -0.72931 -3.02989 2.72394
O5 1.37416 -2.37046 2.18704
H32 0.56669 -4.52787 4.34524
H33 2.11540 -3.91759 3.87173
H34 -1.34882 -3.56946 3.30123
H35 -1.11399 -2.48115 1.95974

=====

Entry 4:
Molecular formula: C4H12
Method: DFT, wB97M-V/def2-TZVPD

Values from the calculation:
ΔE to the lowest compared entry with this formula, charge and spin, kcal per mole: 6.7
LUMO energy (spin up / spin down), eV: -2.91 / -10.98
Net charge: +1
Strongest force on any atom, eV/A: 2.467
Frontier orbital gap (spin up / spin down), eV: 14.05 / 4.92
Spin multiplicity: 2
Molar mass, g mol⁻¹: 60.1

Geometry (Å):
C1 0.83915 1.13600 0.91785
C2 2.25882 1.16897 0.46587
H1 0.28998 0.39951 0.24338
H2 0.66983 0.77250 1.94656
H3 0.37391 2.13163 0.86058
H4 2.69600 0.20004 0.72602
H5 2.79496 2.08598 0.74752
H6 2.40593 1.14467 -0.63973
C3 -1.24689 -1.38784 -0.04764
C4 -1.87300 -0.93327 -1.32812
H7 -1.93900 -1.98821 0.54231
H8 -0.31631 -1.96113 -0.18069
H9 -0.95823 -0.45038 0.55863
H10 -1.65246 -1.68849 -2.10312
H11 -1.46390 -0.02532 -1.78126
H12 -2.95151 -0.81531 -1.21873

=====

Entry 5:
Molecular formula: C12H19CoN2O2S4Sb
Method: DFT, wB97M-V/def2-TZVPD

Values from the calculation:
LUMO energy (spin up / spin down), eV: 1.42 / 2.04
Net charge: -1
Strongest force on any atom, eV/A: 1.312
Frontier orbital gap (spin up / spin down), eV: 5.32 / 5.94
Molar mass, g mol⁻¹: 532.3

Geometry (Å):
Co1 -0.06503 0.40428 0.75666
S1 0.60251 4.40241 3.52624
Sb1 -0.62563 2.56192 2.92920
S2 -0.97771 2.49435 0.53501
S3 0.81222 0.62772 2.89089
S4 -2.56898 2.30300 4.12512
C1 -4.13036 -0.05193 1.82217
C2 -2.79682 -0.68534 1.59975
O1 -1.75958 -0.07792 1.82541
N1 -2.76641 -1.97029 1.17040
C3 -1.50323 -2.61543 0.86675
C4 -0.96944 -2.23905 -0.49755
C5 -0.49277 -3.19778 -1.37437
C6 -0.02969 -2.80457 -2.62179
C7 -0.09490 -1.46060 -2.95156
C8 -0.57919 -0.56947 -2.01468
N2 -0.99179 -0.93420 -0.79648
H1 -4.02999 0.65534 2.64918
H2 -4.91092 -0.78741 2.02065
H3 -4.38476 0.52116 0.92743
H4 -3.60820 -2.36938 0.79209
H5 -1.63537 -3.69335 0.93664
H6 -0.78640 -2.30090 1.63052
H7 -0.48528 -4.23825 -1.07574
H8 0.36109 -3.53087 -3.32199
H9 0.24726 -1.10384 -3.91325
H10 -0.63655 0.49105 -2.22514
C9 2.03483 2.11283 -1.77675
C10 2.44957 1.20517 -0.60993
C11 2.88939 2.07768 0.56912
C12 3.61339 0.30708 -1.04901
O2 1.38630 0.35231 -0.29475
H11 2.84870 2.78999 -2.04438
H12 1.16313 2.70062 -1.48517
H13 1.76889 1.50534 -2.64786
H14 3.78549 2.64731 0.30748
H15 3.10083 1.45496 1.43612
H16 2.09819 2.77816 0.84224
H17 4.45487 0.90360 -1.40509
H18 3.27595 -0.35928 -1.84759
H19 3.93638 -0.30641 -0.20601

=====

Entry 6:
Molecular formula: C19H37F3N3O3S
Method: DFT, wB97M-V/def2-TZVPD

Values from the calculation:
LUMO energy, eV: -4.42
SMILES string: CCCCCCCCCCCCCCN1C(N)=[NH+][C@@H](C)O[C@@H]1S(=O)(=O)C(F)(F)F
Net charge: +1
Strongest force on any atom, eV/A: 1.612
Frontier orbital gap, eV: 7.97
Molar mass, g mol⁻¹: 444.6

Geometry (Å):
C1 4.71911 -2.44510 1.88151
C2 4.40903 -1.32377 0.89294
C3 3.77521 -1.83033 -0.40817
C4 3.88078 -0.84361 -1.57980
C5 2.62610 0.03000 -1.77484
C6 2.94979 1.47651 -2.15172
C7 3.38818 2.35158 -0.95511
C8 2.40421 3.48136 -0.64418
C9 1.10783 2.94488 -0.00922
C10 1.15590 2.97090 1.52557
C11 0.36742 1.85280 2.20541
C12 -1.14552 2.02859 2.05989
C13 -1.95451 0.73647 2.24790
C14 -3.05864 0.53613 1.21039
N1 -3.21768 -0.87659 0.71168
C15 -4.29326 -1.53195 1.08906
N2 -4.89437 -1.24623 2.29477
N3 -4.82139 -2.53812 0.30836
C16 -3.95030 -3.26472 -0.62256
C17 -4.66118 -3.60017 -1.90842
O1 -2.73590 -2.54115 -0.82157
C18 -2.87996 -1.18474 -0.71462
S1 -1.23128 -0.54110 -1.26733
O2 -0.74011 -1.46255 -2.22653
O3 -0.51113 -0.13468 -0.10739
C19 -1.68899 0.96006 -2.28205
F1 -0.61723 1.33428 -2.90663
F2 -2.14129 1.94844 -1.53567
F3 -2.62912 0.61536 -3.13808
H1 5.30088 -2.08452 2.73129
H2 3.79791 -2.89007 2.26776
H3 5.29499 -3.23479 1.39223
H4 5.32815 -0.78116 0.65156
H5 3.71806 -0.61472 1.36456
H6 2.70809 -2.00101 -0.21342
H7 4.19597 -2.80508 -0.66948
H8 4.73463 -0.17656 -1.41302
H9 4.09617 -1.38766 -2.50222
H10 2.07893 0.02566 -0.82302
H11 1.96891 -0.42379 -2.52222
H12 3.76412 1.46471 -2.88390
H13 2.09825 1.94050 -2.66042
H14 4.38087 2.76621 -1.13732
H15 3.44986 1.70892 -0.06648
H16 2.87218 4.16925 0.06787
H17 2.18163 4.05174 -1.54928
H18 0.93985 1.91638 -0.34918
H19 0.26588 3.54392 -0.37081
H20 2.20002 2.87987 1.84106
H21 0.78045 3.93892 1.87414
H22 0.69335 0.87769 1.83115
H23 0.61887 1.87839 3.27144
H24 -1.46648 2.74412 2.82347
H25 -1.38508 2.50414 1.10213
H26 -2.40905 0.71028 3.24144
H27 -1.28558 -0.12613 2.19887
H28 -2.90222 1.15376 0.33113
H29 -4.01446 0.83080 1.63480
H30 -5.65856 -0.59450 2.35932
H31 -4.55270 -1.68025 3.13636
H32 -5.67473 -2.19820 -0.13473
H33 -3.61244 -4.16902 -0.11598
H34 -3.99632 -4.21863 -2.51097
H35 -4.86817 -2.69794 -2.49191
H36 -5.58684 -4.14011 -1.71162
H37 -3.66712 -0.78369 -1.36818

=====

Entry 7:
Molecular formula: C4H22NO10
Method: DFT, wB97M-V/def2-TZVPD

Values from the calculation:
ΔE to the lowest compared entry with this formula, charge and spin, kcal per mole: 40.5
LUMO energy, eV: 3.05
Net charge: -1
Strongest force on any atom, eV/A: 1.970
Frontier orbital gap, eV: 9.17
Molar mass, g mol⁻¹: 244.2

Geometry (Å):
O1 -0.67732 0.12130 0.62226
C1 0.24555 0.42650 -0.16439
O2 0.12326 0.73219 -1.38491
C2 1.64131 0.39891 0.44517
C3 2.05286 1.81408 0.88303
C4 1.22346 2.40132 2.02548
O3 3.41577 1.74470 1.40837
N1 1.67125 -0.60104 1.54271
H1 2.49015 0.10992 -0.17812
H2 2.16871 2.48725 0.03905
H3 0.70692 1.60807 2.55588
H4 0.46542 3.13568 1.72651
H5 1.84284 3.01718 2.67611
H6 3.62181 0.93227 1.86977
H7 2.13866 -0.16567 2.33349
H8 0.71324 -0.64228 1.88466
H9 -3.41845 -2.31053 0.26045
H10 -3.26607 -0.79044 0.71167
O4 -3.54710 -1.67569 0.94619
H11 -1.98850 -1.84754 2.12655
H12 -0.68987 -2.63468 1.80511
O5 -1.16476 -2.18430 2.50783
H13 -2.20074 0.63910 -0.60928
H14 -1.51948 0.19135 -1.82892
O6 -2.43738 0.29702 -1.48050
H15 -0.06052 -1.35627 3.62829
H16 1.01965 -1.15750 4.73562
O7 0.27544 -0.73053 4.30521
H17 0.43431 -2.10075 -4.24430
H18 -0.74236 -1.10969 -4.00769
O8 -0.43960 -1.84805 -4.55476
H19 -2.53652 0.94169 -3.61574
H20 -3.10017 -0.47959 -3.86016
O9 -2.37170 0.10887 -4.06462
H21 1.06519 -0.29718 -4.26768
H22 1.17042 0.55511 -2.99759
O10 1.67432 0.26922 -3.78075

=====

Entry 8:
Molecular formula: C4H6I2
Method: DFT, wB97M-V/def2-TZVPD

Values from the calculation:
ΔE to the lowest compared entry with this formula, charge and spin, kcal per mole: 53.0
LUMO energy (spin up / spin down), eV: -0.69 / -0.65
SMILES string: C=C(I)[C@@H](C)I
Strongest force on any atom, eV/A: 8.866
Frontier orbital gap (spin up / spin down), eV: 7.83 / 7.75
Molar mass, g mol⁻¹: 307.9

Geometry (Å):
C1 0.44301 -0.36533 2.27672
C2 0.37169 -0.63091 0.63472
I1 0.36875 -2.55717 -0.06916
C3 0.11836 0.46654 -0.36455
C4 -0.56607 0.12369 -1.67978
I2 -0.73908 2.40149 0.58398
H1 0.66659 -1.19523 2.92021
H2 0.62121 0.57843 2.67192
H3 1.16100 0.92624 -0.80040
H4 -0.57628 1.01550 -2.25246
H5 -0.17239 -0.68435 -2.33668
H6 -1.69679 -0.07891 -1.58452